Below is a 12-piece molecular cluster, C78H156N12O6 overall, with properties calculated with the ωB97M-V functional and the def2-TZVPD basis.

```
252
Properties=species:S:1:pos:R:3:forces:R:3
C -6.436579 -14.240909 19.944230 0.3 0.0 -1.0
C -7.280416 -14.683564 18.728257 -0.7 1.4 0.6
C -8.296051 -15.697634 19.217571 0.2 -1.6 -0.5
C -8.080499 -13.396846 18.328646 0.5 -0.2 -0.6
C -8.711421 -13.525721 16.972982 0.6 0.0 -1.0
C -7.665896 -13.931781 15.902560 0.6 -0.9 1.2
C -6.848805 -15.227068 16.254131 -0.9 -0.5 -0.6
C -7.803235 -16.410700 16.104058 -0.5 -0.1 -0.6
C -5.677511 -15.503049 15.267859 0.2 -0.5 0.2
N -6.384769 -15.061695 17.625395 0.7 0.2 0.8
O -5.538846 -16.119786 18.069016 0.4 0.8 -0.5
H -5.842265 -13.375546 19.650108 -0.2 0.2 0.1
H -7.136409 -14.006870 20.726044 -0.1 0.3 0.5
H -5.701554 -14.949971 20.294239 -0.1 -0.6 0.1
H -8.989190 -16.028301 18.427473 0.1 0.2 0.5
H -7.781695 -16.606907 19.584052 -0.2 0.2 -0.1
H -8.858978 -15.298051 20.050676 -0.1 0.1 0.1
H -8.864184 -13.085520 19.031448 0.5 -0.4 0.4
H -7.329790 -12.617973 18.250755 0.0 0.4 0.1
H -9.583237 -14.186449 16.976708 0.2 -0.3 0.0
H -9.100594 -12.583019 16.592395 -0.1 0.3 0.4
H -6.889801 -13.181848 15.740792 -0.4 0.5 0.0
H -8.276932 -14.083131 15.040891 0.2 -0.2 -1.2
H -8.796495 -16.205765 16.520237 0.3 -0.2 -0.2
H -7.406824 -17.319504 16.504474 0.3 -0.5 1.0
H -7.889968 -16.706060 15.056453 -0.3 0.5 -0.2
H -6.049968 -15.810299 14.281505 -0.1 0.4 0.2
H -5.002073 -16.334291 15.558217 -0.7 0.2 0.3
H -4.978321 -14.695335 15.129931 0.0 0.8 0.0
H -6.019650 -16.938601 18.181370 -0.8 -0.4 -0.1
C -0.903364 -26.487211 14.476404 -1.1 0.3 -0.9
C -1.581800 -25.518342 15.431135 -0.1 0.9 0.3
C -1.504682 -24.120544 14.764815 -0.2 0.2 -0.4
C -3.039145 -25.931582 15.701977 -0.7 -0.2 -0.9
C -3.694307 -25.201597 16.888786 0.6 -0.6 0.9
C -2.733617 -25.307274 18.155342 -1.0 -0.5 -0.2
C -1.323548 -24.802295 17.875632 -1.2 0.4 0.1
C -1.366305 -23.254249 17.783677 0.8 0.0 -0.1
C -0.452273 -25.114058 19.092137 0.7 0.1 0.1
N -0.923605 -25.611816 16.726303 2.5 0.7 0.4
O 0.432814 -25.120499 16.504018 0.8 -1.1 0.0
H -1.156725 -26.156109 13.446973 0.3 -0.4 0.5
H 0.157847 -26.541428 14.569722 0.7 0.2 0.1
H -1.313595 -27.465435 14.627448 -0.1 -0.7 0.0
H -2.054352 -23.350575 15.300695 0.1 -0.1 -0.1
H -0.484719 -23.741511 14.540546 -0.5 -0.5 0.4
H -2.012015 -24.234600 13.802907 0.0 0.1 0.0
H -3.594676 -25.827725 14.730051 0.2 0.2 0.9
H -3.107416 -27.011709 15.906872 0.4 0.2 0.1
H -3.864699 -24.130083 16.642782 -0.2 -0.7 0.3
H -4.654830 -25.722080 17.172248 0.8 0.9 -0.5
H -2.590647 -26.358813 18.531832 -0.6 0.7 -0.6
H -3.199036 -24.732760 18.967439 0.4 -0.3 -0.1
H -1.598493 -22.929236 18.804752 -0.6 0.1 -0.2
H -2.090032 -22.907988 17.022966 0.5 0.2 0.9
H -0.353878 -22.800548 17.667322 -0.7 -0.5 -0.6
H -0.048994 -26.149581 19.086978 -0.6 0.5 0.2
H -1.110575 -24.895253 19.946665 0.4 -0.5 0.1
H 0.426566 -24.439390 19.213305 -0.6 -0.4 -0.4
H 1.014129 -25.842570 16.835764 -0.7 0.7 -0.4
C -5.453786 -19.545466 25.923329 0.0 1.4 -0.3
C -5.242049 -18.498184 24.733424 -0.6 -0.8 1.3
C -4.030533 -18.971200 23.964974 0.5 -0.3 -0.8
C -6.514007 -18.406658 23.868849 -0.5 -0.1 0.5
C -6.438500 -17.190581 22.945876 -1.9 0.0 0.0
C -6.292907 -15.841339 23.691869 0.4 -1.6 -0.8
C -5.054587 -15.907163 24.553314 0.9 -0.8 0.4
C -3.761784 -15.726688 23.673410 -0.4 -0.9 -1.4
C -5.131484 -14.713775 25.506592 0.6 0.5 -2.1
N -5.116654 -17.196604 25.392709 0.2 1.9 -0.4
O -3.981267 -17.173309 26.243321 0.2 -0.1 -0.2
H -4.510646 -19.625164 26.511841 -0.7 -0.2 -0.6
H -6.232980 -19.137697 26.592796 0.3 -0.1 -0.2
H -5.812696 -20.504359 25.552171 0.4 0.0 -0.1
H -3.827869 -18.542542 22.984779 0.0 0.8 0.2
H -3.106050 -18.995181 24.553891 -0.2 0.2 -0.1
H -4.204118 -19.983294 23.658234 -0.1 -0.9 0.3
H -6.673368 -19.369805 23.359227 0.3 0.3 -0.3
H -7.419642 -18.340681 24.491412 0.4 0.2 0.3
H -5.608947 -17.385754 22.324538 1.3 0.3 -0.9
H -7.289303 -17.169322 22.226574 0.2 0.0 0.6
H -7.119433 -15.542595 24.307109 -0.8 -0.5 0.5
H -6.236398 -15.037783 22.976275 0.4 0.3 -0.4
H -3.839853 -14.728982 23.216991 0.3 -0.1 0.4
H -3.607633 -16.416990 22.778351 -0.8 0.6 1.2
H -2.816860 -15.843395 24.194040 0.1 0.4 0.4
H -5.900717 -14.861930 26.206388 -0.9 -0.2 1.1
H -5.455521 -13.888445 24.822205 0.5 -0.2 0.8
H -4.172914 -14.496165 25.958566 0.0 0.2 0.3
H -3.207570 -17.143883 25.649113 -0.1 -0.1 0.3
C -7.966971 -21.426640 27.481397 2.3 0.2 0.7
C -8.412232 -22.846464 27.645064 -0.1 -1.1 -1.6
C -7.774412 -23.471528 28.832406 1.2 -0.8 2.2
C -9.886888 -22.894009 27.797042 -2.0 -0.3 -1.1
C -10.704195 -22.676651 26.505076 -1.3 -0.2 0.9
C -10.326709 -23.609521 25.391821 1.8 -0.4 0.0
C -8.784900 -23.424613 25.184858 -1.5 -1.1 -1.4
C -8.345816 -24.483741 24.116753 0.1 0.8 0.8
C -8.622213 -22.064419 24.462046 1.5 -0.4 0.3
N -8.097896 -23.726281 26.466345 -0.2 0.7 -0.8
O -6.727107 -23.519246 26.161032 1.4 -0.9 0.2
H -8.664377 -20.747495 27.024464 -0.1 0.1 -0.4
H -7.707477 -21.051304 28.478791 -0.4 0.2 0.0
H -6.967691 -21.456257 26.996062 -0.9 0.4 -0.1
H -7.942997 -24.555534 29.004461 -0.9 0.6 -0.3
H -6.670907 -23.508970 28.860392 -0.2 0.8 -0.4
H -8.088697 -22.890916 29.731925 0.2 -0.6 -0.4
H -10.252551 -23.879471 28.099645 0.4 0.1 0.7
H -10.197990 -22.096572 28.452686 -0.1 -0.1 0.8
H -11.754278 -22.850978 26.788562 0.1 0.0 0.0
H -10.733181 -21.636270 26.183819 0.4 0.1 -0.2
H -10.749487 -23.269039 24.470444 -0.6 0.0 -0.6
H -10.556644 -24.705573 25.484899 0.0 1.0 0.5
H -7.347187 -24.216557 23.749173 -0.1 -0.4 0.1
H -9.040891 -24.448049 23.278638 0.0 0.0 0.0
H -8.377368 -25.478602 24.549431 0.2 -0.2 0.0
H -9.002659 -22.186244 23.443489 -0.1 0.1 0.2
H -7.546796 -21.825404 24.377649 -0.3 0.0 0.0
H -9.104339 -21.249553 24.966563 -0.3 0.4 0.1
H -6.331317 -24.419158 26.129821 -0.5 0.8 0.0
C -5.579665 -23.785166 19.443667 -1.8 1.2 -0.8
C -6.279893 -22.780232 20.398666 0.2 0.6 1.1
C -7.720093 -23.223082 20.733166 0.8 -0.6 -0.7
C -5.458434 -22.688682 21.718378 0.6 -0.3 -0.1
C -4.126735 -21.918742 21.571286 -1.8 0.7 -1.5
C -4.497036 -20.522140 20.933889 0.3 -0.4 -0.8
C -5.373397 -20.539628 19.589004 1.1 1.0 1.2
C -5.976571 -19.129263 19.258639 1.4 -0.3 0.9
C -4.486259 -20.908385 18.376956 0.3 -0.8 1.3
N -6.491907 -21.376958 19.947641 -0.1 -0.8 -0.6
O -7.417819 -21.379641 18.850783 0.1 -0.6 -0.4
H -4.553469 -23.545510 19.232045 0.2 0.1 0.0
H -5.666161 -24.757786 19.880415 0.1 -0.7 0.4
H -6.175942 -23.839546 18.498709 0.7 0.0 0.4
H -8.251013 -22.357501 21.087243 0.0 0.0 1.0
H -8.262386 -23.436150 19.818628 0.0 -0.6 -0.2
H -7.723101 -24.116964 21.373262 -0.2 0.5 0.0
H -6.051670 -22.233111 22.511441 -0.2 0.1 0.0
H -5.262458 -23.721672 22.009960 0.0 -0.1 0.2
H -3.570533 -21.753903 22.470268 -0.2 0.1 0.9
H -3.416332 -22.491728 20.975930 -0.1 0.0 -0.6
H -3.536903 -20.041545 20.757557 0.0 0.5 -0.3
H -5.028660 -19.902111 21.656491 -0.1 -0.2 0.1
H -6.709930 -18.770240 20.000228 0.2 -0.3 -0.3
H -6.364160 -19.192103 18.262799 -0.8 0.0 -0.5
H -5.141251 -18.416480 19.174287 -0.1 -0.1 0.4
H -3.891788 -20.056299 18.069228 0.2 0.3 0.2
H -5.089580 -21.165122 17.524211 -0.2 -0.6 -0.3
H -3.792291 -21.720023 18.694515 -0.4 0.5 -0.7
H -7.342445 -22.263216 18.422712 -0.1 0.7 0.0
C -5.109863 -30.087503 16.223029 0.0 0.3 0.8
C -5.824359 -29.161275 17.234049 1.0 1.5 -1.6
C -4.774157 -28.624456 18.246962 -0.9 -0.3 0.2
C -6.401163 -27.965310 16.407842 -0.2 0.2 0.4
C -7.377010 -27.109239 17.239412 -0.4 -0.1 0.3
C -8.467035 -28.012714 17.865198 0.8 -0.2 -1.7
C -7.983484 -29.227053 18.596530 1.7 -0.4 1.1
C -7.555610 -28.855105 20.056644 0.7 0.5 0.3
C -9.097796 -30.270091 18.673966 0.8 -0.5 -0.8
N -6.912551 -29.935637 17.768559 -1.7 1.8 0.7
O -6.369077 -30.917289 18.597589 0.2 -1.7 -0.4
H -4.300864 -29.502991 15.800514 0.1 -0.1 -0.5
H -4.657579 -30.921726 16.772250 -0.1 0.0 -0.3
H -5.824088 -30.435601 15.465443 0.3 0.0 0.1
H -4.932467 -27.616769 18.629303 -0.6 -0.1 0.1
H -4.749865 -29.341532 19.052662 0.2 0.0 0.5
H -3.794574 -28.559968 17.830145 0.8 -0.3 -0.6
H -5.588752 -27.329878 16.001835 -0.2 -0.5 0.3
H -6.946890 -28.328279 15.513953 0.1 -0.1 0.5
H -6.936134 -26.507240 18.086827 0.0 -0.5 -1.1
H -7.887756 -26.414580 16.539727 0.3 -0.1 0.6
H -9.051803 -28.467257 17.071294 -0.4 0.5 -0.5
H -9.080414 -27.408165 18.483667 -0.8 0.4 0.7
H -8.493220 -28.538304 20.564198 0.7 -0.4 0.0
H -6.764307 -28.053786 20.300110 -1.2 -0.9 -1.1
H -7.128975 -29.757865 20.498877 -0.4 0.0 0.3
H -8.747444 -31.264860 18.969439 0.1 0.4 0.3
H -9.443390 -30.401570 17.655563 -0.4 0.0 -0.2
H -9.903869 -29.978288 19.296236 -0.8 0.4 0.7
H -6.450689 -31.676038 17.991836 0.2 0.0 0.8
C -1.639672 -21.049524 27.947242 -0.2 0.4 1.6
C -3.008261 -21.599108 28.420453 1.0 -0.3 -1.9
C -3.543655 -22.780334 27.590825 0.8 -1.4 0.0
C -3.586444 -22.442852 26.165614 0.1 -0.2 -0.9
N -3.594049 -22.212961 25.033846 0.1 -0.2 0.8
H -0.758298 -21.675646 28.072007 -0.1 -0.3 0.5
H -1.516773 -20.100258 28.518046 0.3 -0.6 -0.5
H -1.641188 -20.809356 26.913527 -0.3 0.4 -1.0
H -3.663612 -20.787327 28.186881 -0.8 0.5 0.3
H -3.038976 -21.814329 29.461319 0.0 -0.2 0.8
H -4.557097 -23.041493 27.867566 -0.4 0.1 0.2
H -2.967640 -23.774181 27.690832 -0.5 1.6 -0.1
C -10.334741 -18.945343 21.823890 0.6 1.8 0.1
C -9.564330 -19.726399 20.802855 0.3 -1.3 1.3
C -10.421867 -20.802577 20.146110 0.5 -0.2 -0.4
C -10.725696 -22.001123 20.951664 -0.6 -0.9 0.9
N -10.998926 -22.978562 21.521499 0.4 1.5 -0.8
H -10.640387 -19.539877 22.656142 -0.2 -0.4 0.7
H -11.225881 -18.526410 21.357944 -0.2 0.0 0.0
H -9.758921 -18.041228 22.178065 -0.4 -1.0 -0.1
H -8.672533 -20.264806 21.192105 -0.4 0.6 0.1
H -9.176565 -19.057070 20.078260 0.2 0.5 -1.1
H -9.761230 -21.157046 19.354300 -0.4 -0.2 -0.5
H -11.359717 -20.392779 19.761751 0.1 -0.1 -0.1
C -11.997345 -23.019152 17.764365 0.2 -1.2 2.1
C -11.664104 -22.579324 16.385129 1.7 0.5 -0.4
C -10.562307 -23.463057 15.797181 0.1 0.2 -0.9
C -9.317110 -23.415485 16.544135 -1.6 -0.2 -1.1
N -8.315890 -23.474183 17.066500 1.9 0.1 1.1
H -11.125951 -22.924831 18.492605 -1.0 0.2 -1.0
H -12.237181 -24.108192 17.828021 0.0 0.6 -0.3
H -12.863016 -22.513719 18.197257 0.2 0.2 0.0
H -11.213871 -21.560293 16.391126 -0.7 -0.4 0.0
H -12.468659 -22.635914 15.672745 -0.6 0.2 0.0
H -10.344474 -23.137540 14.756899 0.0 -0.3 0.6
H -10.852780 -24.511595 15.760053 -0.2 -0.1 0.0
C -0.242907 -21.076570 21.120996 -0.4 -0.4 0.0
C -0.046629 -21.772019 22.478599 -0.5 -0.7 -0.9
C -0.442881 -23.266117 22.354019 0.6 -0.5 0.7
C 0.699015 -24.111072 21.975695 3.0 -0.7 -0.5
N 1.739918 -24.624002 21.789072 -2.8 1.1 0.4
H -1.318521 -21.094844 20.802892 0.9 -0.2 0.2
H 0.407459 -21.552158 20.347734 -0.6 0.4 0.5
H 0.006793 -20.034169 21.224529 0.2 0.4 -0.1
H -0.660933 -21.346549 23.269734 0.0 0.3 -0.1
H 0.999356 -21.717200 22.765454 0.1 0.1 0.2
H -1.275086 -23.441722 21.689151 -0.3 0.1 -0.3
H -0.734345 -23.675941 23.320394 -0.2 0.1 0.2
C -2.765782 -15.856662 19.379496 0.6 1.5 -2.0
C -1.250674 -15.977486 19.307795 0.5 0.7 1.0
C -0.526556 -15.740690 20.653998 -0.8 -0.8 1.2
C -0.813438 -16.842084 21.620327 -0.1 1.1 -0.4
N -0.980525 -17.687844 22.373719 -0.1 -0.5 0.3
H -2.986083 -14.754346 19.464939 -0.4 -1.3 0.7
H -3.264846 -16.568847 20.011569 -0.1 0.2 0.9
H -3.147785 -16.100949 18.380315 0.0 0.1 0.1
H -0.808551 -15.183900 18.683845 -0.4 -0.5 -0.4
H -0.970599 -16.963587 18.959789 0.3 -0.1 -0.3
H -0.735760 -14.765535 21.158792 0.0 -0.7 -0.6
H 0.536142 -15.847993 20.562497 0.8 0.4 -0.5
C -7.137842 -20.878952 14.303761 0.6 -0.8 1.3
C -6.409227 -19.915535 15.258821 -1.0 0.5 0.4
C -5.018640 -19.579137 14.853972 1.8 -1.3 0.3
C -4.904770 -18.782779 13.679825 -0.3 0.8 -0.8
N -4.907549 -18.032551 12.814621 0.1 0.1 -0.5
H -8.094233 -20.945821 14.792070 -0.8 -0.5 -0.3
H -6.676699 -21.896569 14.309548 -0.2 0.7 0.1
H -7.265793 -20.602609 13.272679 0.1 0.6 -0.3
H -6.297703 -20.370511 16.256704 -0.5 0.0 -0.4
H -7.028004 -18.995292 15.397101 0.5 -0.7 -0.2
H -4.529716 -20.560362 14.670811 0.1 0.5 0.0
H -4.396213 -19.073413 15.605764 -0.4 -0.2 0.2
```
Positions in Å, forces in eV/Å.

E_HOMO: -8.499 eV
electronic energy: -113572.6190 eV
SMILES: CC1(C)CCCC(C)(C)N1O.CC1(C)CCCC(C)(C)N1O.CC1(C)CCCC(C)(C)N1O.CC1(C)CCCC(C)(C)N1O.CC1(C)CCCC(C)(C)N1O.CC1(C)CCCC(C)(C)N1O.CCCC#N.CCCC#N.CCCC#N.CCCC#N.CCCC#N.CCCC#N
energy above the lowest of the compared OMol25 structures with the same formula, charge and spin: 145.6 kJ/mol
orbital gap: 8.7176 eV

Atom charges from the Löwdin analysis, given in e for atoms 1 to 99:
1 C -0.0290
2 C -0.4947
3 C -0.0319
4 C -0.1410
5 C -0.1901
6 C -0.1027
7 C -0.4809
8 C -0.0430
9 C -0.0239
10 N -0.0604
11 O -0.0445
12 H 0.0864
13 H 0.0753
14 H 0.0628
15 H 0.0699
16 H 0.0711
17 H 0.0851
18 H 0.1280
19 H 0.1133
20 H 0.1058
21 H 0.1099
22 H 0.1207
23 H 0.1075
24 H 0.0702
25 H 0.0476
26 H 0.0863
27 H 0.0735
28 H 0.0734
29 H 0.0735
30 H 0.0356
31 C -0.0232
32 C -0.5272
33 C -0.0289
34 C -0.1413
35 C -0.1357
36 C -0.1303
37 C -0.5427
38 C -0.0253
39 C -0.0476
40 N -0.0552
41 O -0.0569
42 H 0.0952
43 H 0.0707
44 H 0.0713
45 H 0.0465
46 H 0.1019
47 H 0.0777
48 H 0.1349
49 H 0.1002
50 H 0.1057
51 H 0.0900
52 H 0.1310
53 H 0.0803
54 H 0.0616
55 H 0.0562
56 H 0.0992
57 H 0.1038
58 H 0.0689
59 H 0.0803
60 H 0.1188
61 C -0.0219
62 C -0.4841
63 C -0.0507
64 C -0.1236
65 C -0.1599
66 C -0.1326
67 C -0.4806
68 C -0.0307
69 C -0.0357
70 N -0.0747
71 O -0.0384
72 H 0.0698
73 H 0.0872
74 H 0.0496
75 H 0.0539
76 H 0.0901
77 H 0.0385
78 H 0.1102
79 H 0.1227
80 H 0.0698
81 H 0.1017
82 H 0.1145
83 H 0.0969
84 H 0.0857
85 H 0.0672
86 H 0.0647
87 H 0.0695
88 H 0.0993
89 H 0.0802
90 H 0.0782
91 C -0.0281
92 C -0.5648
93 C -0.0510
94 C -0.1393
95 C -0.1896
96 C -0.1347
97 C -0.4751
98 C -0.0376
99 C -0.0284